1.
Below is a 12-piece molecular cluster, C36H63N5O26 overall at a distorted geometry, with properties calculated with ωB97M-V/def2-TZVPD.

The LUMO energy is 0.4 eV. As for the orbital gap: 0.3337 hartree. The energy is -99038.561 eV. The structure (SMILES) is O=C1OCCO1.O=C1OCCO1.O=C1OCCO1.O=C1OCCO1.O=C1OCCO1.O=C1OCCO1.O=C1OCCO1.CN(C)C=O.CN(C)C=O.CN(C)C=O.CN(C)C=O.CN(C)C=O. Its total charge is 0. Its spin multiplicity is 1. For the energy above the lowest of the compared OMol25 structures with the same formula, charge and spin, the calculation gives 0.367 eV.

Atoms and positions in Å:
O  -2.201  -0.386  -3.861
C  -1.112  -0.700  -4.264
O  -0.899  -1.039  -5.556
C  0.486  -1.104  -5.827
C  1.064  -1.429  -4.457
O  0.028  -0.884  -3.609
H  0.689  -1.762  -6.636
H  0.923  -0.117  -6.109
H  2.027  -0.990  -4.146
H  0.983  -2.520  -4.393
O  2.450  5.437  -1.399
C  2.693  4.526  -2.144
O  2.066  3.374  -2.050
C  2.462  2.516  -3.121
C  3.413  3.409  -3.962
O  3.517  4.606  -3.225
H  3.020  1.672  -2.693
H  1.549  2.057  -3.564
H  2.921  3.666  -4.902
H  4.379  2.879  -4.118
O  -2.279  -2.969  5.279
C  -2.802  -2.599  4.236
O  -3.286  -3.391  3.301
C  -3.776  -2.625  2.178
C  -3.421  -1.217  2.583
O  -3.008  -1.289  3.952
H  -3.235  -2.898  1.312
H  -4.841  -2.905  2.147
H  -4.234  -0.510  2.358
H  -2.645  -0.842  1.916
O  -0.729  3.930  -0.063
C  0.356  3.980  0.402
O  1.173  2.966  0.635
C  2.452  3.447  1.249
C  2.061  4.885  1.559
O  0.874  5.126  0.844
H  2.680  3.018  2.159
H  3.182  3.390  0.425
H  2.844  5.547  1.221
H  1.934  5.078  2.639
O  4.844  -4.074  -0.711
C  4.264  -4.066  0.340
O  3.580  -5.080  0.883
C  3.277  -4.711  2.235
C  3.427  -3.209  2.261
O  4.262  -2.970  1.119
H  2.325  -4.995  2.610
H  4.043  -5.161  2.875
H  3.975  -2.810  3.139
H  2.533  -2.754  2.180
O  -4.430  -0.915  -0.138
C  -4.648  -0.463  -1.257
O  -4.004  0.601  -1.640
C  -4.574  1.086  -2.882
C  -5.571  -0.059  -3.313
O  -5.571  -0.881  -2.150
H  -4.990  2.034  -2.674
H  -3.765  1.198  -3.527
H  -5.187  -0.696  -4.122
H  -6.586  0.237  -3.458
O  1.326  0.653  2.852
C  0.833  0.432  1.799
O  1.617  0.143  0.725
C  0.725  -0.203  -0.384
C  -0.674  0.131  0.162
O  -0.468  0.422  1.625
H  1.007  0.483  -1.220
H  0.898  -1.217  -0.687
H  -1.406  -0.701  0.053
H  -1.108  0.959  -0.349
C  6.789  -1.592  -1.853
N  5.493  -1.102  -1.477
C  5.386  -0.154  -0.342
C  4.411  -1.367  -2.238
O  3.301  -0.872  -2.183
H  7.025  -2.557  -1.322
H  7.687  -1.055  -1.683
H  6.748  -1.891  -2.875
H  4.612  0.566  -0.556
H  5.111  -0.676  0.570
H  6.362  0.252  -0.234
H  4.702  -2.064  -3.015
C  -0.213  -0.664  6.314
N  0.466  -1.841  5.748
C  0.611  -2.944  6.688
C  1.175  -1.782  4.661
O  1.836  -2.797  4.292
H  -1.248  -0.772  6.088
H  0.304  0.219  5.986
H  -0.150  -0.765  7.366
H  1.494  -3.504  6.412
H  0.558  -2.569  7.745
H  -0.232  -3.626  6.538
H  1.232  -0.831  4.122
C  -3.220  3.649  2.374
N  -4.353  3.612  1.433
C  -5.559  2.925  1.797
C  -4.137  4.181  0.209
O  -4.881  4.050  -0.784
H  -3.091  2.693  2.838
H  -3.187  4.353  3.140
H  -2.392  3.757  1.692
H  -6.110  3.318  2.625
H  -6.259  3.010  1.018
H  -5.412  1.908  1.959
H  -3.166  4.685  0.068
C  -1.245  -6.372  2.357
N  -0.933  -5.094  1.757
C  -1.023  -5.027  0.301
C  -0.722  -3.971  2.535
O  -0.627  -2.869  2.062
H  -0.674  -6.449  3.259
H  -0.946  -7.219  1.761
H  -2.310  -6.317  2.627
H  -0.087  -5.543  -0.246
H  -1.986  -5.456  0.045
H  -0.940  -3.975  -0.075
H  -0.617  -4.208  3.650
C  -2.187  4.392  -3.384
N  -1.080  3.836  -4.152
C  -0.288  4.738  -4.926
C  -0.852  2.497  -4.189
O  -0.031  1.960  -4.930
H  -2.964  4.792  -4.033
H  -1.815  5.142  -2.785
H  -2.643  3.650  -2.694
H  -0.200  5.704  -4.379
H  0.699  4.383  -4.968
H  -0.567  5.019  -5.916
H  -1.363  1.889  -3.435

***

2.
Below is C36H64BN12O2RuS as an isolated structure at a distorted geometry, with properties calculated with ωB97M-V/def2-TZVPD.

The LUMO energy (spin up / spin down) is -4.0 / -6.9 eV. As for the orbital gap (spin up / spin down): 0.3027 / 0.1964 hartree. The energy is -74427.284 eV. Its total charge is +2. Its spin multiplicity is 6.

Atoms and positions in Å:
Ru  1.301  5.999  18.222
C  -0.634  9.584  21.909
C  -0.671  9.034  20.507
C  -1.333  9.494  19.377
C  -1.112  8.532  18.372
N  -0.333  7.562  18.848
N  -0.136  7.859  20.181
B  0.979  7.139  21.008
N  0.696  5.580  20.854
N  1.156  4.734  19.883
C  0.795  3.430  20.310
C  0.014  3.540  21.421
C  -0.032  4.912  21.721
C  -0.829  5.589  22.779
C  1.284  2.227  19.665
C  1.238  2.201  18.124
C  2.805  2.221  20.083
C  0.543  1.040  20.278
N  2.385  7.548  20.342
N  2.349  7.706  19.019
C  3.075  8.776  18.698
C  3.660  9.301  19.830
C  3.201  8.494  20.846
C  3.487  8.560  22.330
C  3.139  9.344  17.326
C  4.596  9.784  16.964
C  2.704  8.254  16.343
C  2.163  10.562  17.297
C  -1.743  8.603  16.961
C  -1.366  9.860  16.186
C  -1.345  7.367  16.200
C  -3.266  8.571  17.160
H  -1.282  10.409  22.030
H  0.393  9.906  22.221
H  -0.947  8.730  22.621
H  -1.840  10.454  19.356
H  0.965  7.460  22.108
H  -0.491  2.887  22.085
H  -1.241  4.779  23.439
H  -1.642  6.188  22.402
H  -0.170  6.162  23.430
H  1.900  2.933  17.693
H  0.290  2.241  17.695
H  1.648  1.171  17.888
H  3.330  2.992  19.548
H  3.141  1.226  19.861
H  2.940  2.357  21.133
H  -0.476  0.990  19.982
H  0.677  1.048  21.371
H  0.949  0.039  20.141
H  4.342  10.118  19.915
H  4.357  9.192  22.597
H  3.806  7.508  22.610
H  2.682  8.981  22.934
H  5.097  8.866  16.789
H  5.033  10.478  17.685
H  4.490  10.258  16.001
H  3.215  7.273  16.600
H  2.905  8.659  15.336
H  1.618  8.043  16.494
H  2.477  11.327  18.002
H  1.168  10.194  17.548
H  2.236  11.038  16.303
H  -0.311  9.895  15.953
H  -1.642  10.741  16.760
H  -1.954  9.858  15.290
H  -0.329  7.289  15.750
H  -2.001  7.316  15.336
H  -1.473  6.474  16.851
H  -3.613  9.315  17.838
H  -3.529  7.544  17.541
H  -3.836  8.824  16.284
C  6.673  6.445  17.991
O  5.188  6.438  17.993
C  4.613  5.215  17.900
O  3.386  5.168  17.910
N  5.398  4.124  17.862
N  4.824  2.950  17.451
H  6.991  7.457  18.183
H  7.022  6.056  17.008
H  7.045  5.738  18.750
H  6.380  4.191  17.912
H  4.927  2.241  18.147
H  5.310  2.670  16.624
N  0.314  1.989  13.547
C  0.548  2.950  14.477
C  1.823  3.596  14.570
C  1.973  4.566  15.490
N  0.944  4.960  16.365
C  -0.197  4.266  16.260
C  -0.484  3.321  15.292
H  0.863  1.909  12.707
H  -0.539  1.452  13.470
H  2.618  3.199  13.971
H  2.924  5.072  15.565
H  -0.953  4.492  17.021
H  -1.470  3.002  15.252
C  -3.786  0.572  18.438
C  -4.519  1.656  19.108
N  -4.119  3.008  18.584
C  -3.882  4.101  19.287
S  -2.840  5.293  18.688
N  -4.449  4.260  20.490
C  -5.749  3.802  20.920
C  -5.716  3.185  22.312
H  -4.254  -0.387  18.739
H  -2.722  0.523  18.707
H  -3.788  0.560  17.325
H  -4.302  1.647  20.166
H  -5.602  1.486  18.983
H  -3.820  3.005  17.679
H  -4.084  5.057  20.981
H  -6.107  3.027  20.162
H  -6.392  4.644  20.888
H  -5.026  2.328  22.295
H  -6.700  2.899  22.660
H  -5.324  3.958  22.929

***

Which formula does entry 1 have? C36H63N5O26

***

Which of these has the highest energy? C36H64BN12O2RuS

***

Which of these has the highest total charge? C36H64BN12O2RuS

***

Among the records above, which one has the lowest energy? C36H63N5O26